No. 1
102
Properties=species:S:1:pos:R:3:forces:R:3 method="wB97M-V/def2-TZVPD" homo_energy_ev=-9.007 orbital_gap_ev=9.536 smiles=COC[C@H](C)N.COC[C@H](C)N.COC[C@H](C)N.COC[C@H](C)N.COC[C@H](C)N.COC[C@H](C)N lumo_ev=0.5 total_energy_ha=-1733.83718
C -1.362 -2.164 -3.125 0.3 0.8 0.9
O -0.116 -1.732 -3.648 -0.2 -0.5 0.1
C 1.001 -1.980 -2.816 0.7 0.5 -0.8
C 1.844 -3.123 -3.355 -0.1 -1.3 -0.7
C 1.130 -4.487 -3.330 -0.3 0.2 1.4
N 3.162 -3.124 -2.716 -0.3 0.2 0.1
H -1.664 -1.458 -2.335 -0.2 0.0 -0.2
H -1.309 -3.125 -2.605 0.0 -0.2 -0.5
H -2.076 -2.139 -3.940 -0.1 -0.2 0.0
H 1.641 -1.097 -2.934 0.0 0.1 0.4
H 0.758 -2.103 -1.755 -0.3 0.0 0.0
H 1.966 -2.968 -4.434 0.2 0.6 0.1
H 0.084 -4.364 -3.613 0.2 -0.2 -0.5
H 1.094 -4.878 -2.300 0.1 0.1 -0.1
H 1.641 -5.246 -3.918 -0.1 0.1 -0.3
H 3.044 -3.084 -1.706 0.1 0.0 0.0
H 3.634 -4.002 -2.894 0.1 0.0 -0.1
C 0.897 4.915 6.280 -0.4 -0.4 -0.2
O 1.063 3.804 5.418 -0.5 -0.5 -0.1
C 1.011 4.116 4.030 1.3 0.9 0.7
C -0.211 4.885 3.559 -0.5 -0.8 -0.4
C -1.475 4.047 3.759 -0.1 0.0 0.4
N -0.095 5.222 2.153 -0.2 0.4 -0.4
H -0.142 4.991 6.629 0.0 0.0 -0.1
H 1.135 5.849 5.766 0.3 0.1 0.2
H 1.521 4.728 7.151 0.2 0.3 0.0
H 1.934 4.704 3.867 -0.3 0.2 -0.4
H 1.151 3.203 3.448 -0.3 -0.2 0.2
H -0.359 5.812 4.111 0.2 0.1 0.0
H -1.371 3.017 3.404 0.2 0.1 -0.1
H -2.321 4.497 3.242 0.0 0.1 0.0
H -1.699 3.981 4.827 -0.1 0.0 -0.1
H 0.023 4.409 1.563 0.0 -0.1 0.1
H 0.649 5.875 1.946 0.1 -0.1 0.1
C 1.142 -0.481 -7.365 0.9 -0.4 -0.5
O 1.508 0.788 -6.903 -0.1 0.1 0.6
C 2.541 0.755 -5.921 0.4 0.5 -0.8
C 2.343 1.900 -4.948 -0.3 0.7 0.6
C 3.313 1.868 -3.773 -0.6 -0.4 0.4
N 0.978 1.981 -4.404 0.6 0.1 -0.1
H 0.659 -1.091 -6.597 -0.3 0.1 0.0
H 2.033 -1.045 -7.697 -0.1 0.1 0.1
H 0.553 -0.328 -8.267 -0.4 -0.1 0.2
H 2.614 -0.214 -5.414 -0.2 0.0 0.1
H 3.470 0.938 -6.485 0.2 -0.3 0.4
H 2.509 2.857 -5.453 0.0 -0.2 -0.3
H 2.933 1.148 -3.037 0.3 -0.3 -0.2
H 3.267 2.810 -3.226 0.3 0.2 -0.3
H 4.332 1.606 -4.053 0.1 0.1 0.0
H 0.345 2.034 -5.192 -0.2 -0.3 0.2
H 0.801 1.136 -3.868 -0.3 0.0 -0.2
C -5.709 -0.836 1.685 0.6 -0.6 1.2
O -6.862 -0.270 2.262 -0.2 0.3 -0.6
C -7.983 -1.121 2.482 0.1 0.3 0.6
C -8.654 -1.723 1.272 0.6 -0.6 -1.2
C -7.894 -2.916 0.633 -0.1 0.4 0.1
N -8.881 -0.651 0.301 -0.1 0.0 -0.1
H -5.654 -0.796 0.597 -0.3 -0.1 -0.1
H -5.575 -1.858 2.069 -0.2 -0.2 -0.5
H -4.826 -0.336 2.097 -0.2 0.4 -0.2
H -7.687 -1.900 3.197 -0.1 -0.1 0.0
H -8.706 -0.449 2.945 0.0 -0.1 0.2
H -9.621 -2.145 1.554 -0.1 0.3 0.4
H -6.980 -2.581 0.150 0.1 0.0 0.0
H -8.521 -3.346 -0.150 0.0 -0.2 0.1
H -7.626 -3.679 1.366 -0.1 -0.1 0.0
H -8.024 -0.120 0.186 0.0 0.1 0.1
H -9.084 -1.044 -0.611 -0.1 0.0 0.0
C 6.303 -0.804 4.069 0.1 0.0 0.2
O 5.697 -1.134 2.841 0.3 -0.5 0.1
C 4.342 -1.436 2.958 -1.6 0.2 0.3
C 3.826 -2.208 1.730 1.9 -0.1 -0.1
C 2.508 -2.895 1.987 0.0 0.0 0.1
N 4.795 -3.248 1.299 -0.2 0.2 0.2
H 5.973 -1.456 4.887 -0.2 0.0 -0.1
H 6.089 0.233 4.347 0.1 0.0 0.0
H 7.377 -0.963 3.977 0.0 0.2 -0.2
H 4.071 -2.010 3.863 0.6 -0.2 0.0
H 3.752 -0.510 3.091 0.1 0.0 -0.2
H 3.855 -1.485 0.906 -0.6 -0.1 -0.1
H 2.692 -3.838 2.509 0.1 0.1 0.1
H 2.043 -3.187 1.047 -0.3 0.2 0.0
H 1.853 -2.304 2.631 -0.2 0.1 -0.3
H 5.700 -2.807 1.159 -0.1 0.0 -0.1
H 4.946 -3.882 2.081 -0.1 -0.1 -0.1
C -2.205 0.866 -0.146 0.2 0.6 -0.6
O -1.117 -0.015 -0.123 0.0 -0.5 0.3
C -0.236 0.166 0.970 -0.4 -0.7 0.0
C 0.731 1.314 0.767 0.5 0.4 0.8
C 1.099 1.457 -0.687 0.2 -0.6 -0.7
N 1.901 1.087 1.656 -0.1 0.0 -0.7
H -2.827 0.564 -0.988 -0.2 -0.1 0.2
H -1.863 1.885 -0.377 -0.1 0.1 0.2
H -2.775 0.879 0.788 0.0 -0.1 0.0
H -0.811 0.277 1.899 0.1 0.1 0.0
H 0.299 -0.786 1.058 0.2 0.1 -0.1
H 0.236 2.210 1.162 0.1 0.2 -0.3
H 1.888 2.167 -0.940 -0.2 0.4 0.5
H 0.218 1.666 -1.293 0.2 0.1 -0.1
H 1.516 0.499 -1.028 -0.3 0.0 0.0
H 2.248 0.148 1.456 -0.1 0.0 0.1
H 2.641 1.678 1.282 0.0 0.1 0.4


No. 2
18
Properties=species:S:1:pos:R:3:forces:R:3 method="wB97M-V/def2-TZVPD" homo_energy_ev=-2.980 orbital_gap_ev=6.398 lumo_ev=3.4 total_charge=-1 total_energy_ha=-438.85114
C -0.076 0.673 -0.561 0.0 0.3 0.7
C 0.216 -0.771 -0.970 0.6 0.3 0.9
C 0.738 -0.859 -2.380 -1.6 -1.2 -0.6
O 0.853 -1.921 -2.955 0.6 0.1 0.1
N -0.452 0.813 0.850 0.5 -1.3 -0.8
C 0.842 1.020 1.759 -2.8 2.0 1.7
O 0.882 2.261 2.237 0.7 0.0 -0.9
H -0.830 1.044 -1.253 -0.3 0.3 0.1
H 0.818 1.315 -0.681 0.0 -0.3 -0.6
H -0.627 -1.464 -0.836 -0.3 0.5 -0.6
H 0.853 -1.240 -0.209 0.7 0.3 -0.4
H 0.722 0.038 -3.039 0.5 0.3 0.6
H -1.058 1.610 0.950 0.3 0.5 0.4
H 0.542 0.416 2.654 1.0 -1.1 -0.7
H 1.659 0.708 1.087 0.3 -0.5 0.2
H -2.374 -1.288 0.558 -0.1 -0.1 -1.4
H -1.562 -0.591 1.609 -0.7 -0.1 -0.5
O -2.368 -1.175 1.487 0.6 0.3 1.7


No. 3
19
Properties=species:S:1:pos:R:3:forces:R:3 method="wB97M-V/def2-TZVPD" homo_energy_ev=-13.637 orbital_gap_ev=5.802 lumo_ev=-7.8 total_charge=+1 total_energy_ha=-269.32337
C 2.639 -0.448 0.253 0.1 -2.4 -0.7
C 1.388 0.439 -0.002 -1.6 1.8 -0.9
C 0.177 -0.243 -0.631 3.8 -3.3 2.4
C -0.692 -1.144 0.226 -2.9 1.4 0.0
N -1.452 -0.438 1.332 1.8 -0.3 -0.6
N -2.213 1.526 -0.684 -2.1 -0.5 -0.5
H 2.401 -1.292 0.946 0.0 0.7 -0.5
H 3.469 0.100 0.707 -0.5 0.4 -0.2
H 3.018 -0.911 -0.705 -0.4 0.6 1.0
H 1.738 1.293 -0.618 -0.3 -0.5 -0.1
H 1.055 0.889 0.911 -0.1 0.0 0.9
H 0.336 -0.552 -1.670 -0.7 0.6 -0.2
H -1.432 -1.684 -0.380 0.4 0.1 -0.4
H -0.133 -1.937 0.741 1.1 0.2 -0.4
H -1.579 0.492 0.958 -1.0 0.0 0.7
H -2.049 2.506 -0.643 0.5 0.7 -0.2
H -2.346 -0.898 1.512 0.4 0.3 -0.3
H -1.391 0.978 -0.841 0.5 0.2 -0.7
H -2.934 1.323 -1.412 1.1 0.2 0.8


No. 4
21
Properties=species:S:1:pos:R:3:forces:R:3 method="wB97M-V/def2-TZVPD" homo_energy_ev=-8.717 orbital_gap_ev=9.705 smiles=C[C@@H](S)CN1CCC1 lumo_ev=1.0 total_energy_ha=-689.23508
C 0.093 -2.450 -1.324 0.4 1.4 -1.1
C 0.875 -1.076 -1.445 2.6 -1.6 3.0
S 0.199 -0.127 -2.771 -0.2 0.1 0.0
C 0.997 -0.258 -0.025 -1.8 0.2 -3.0
N -0.317 0.300 0.413 2.0 1.2 0.4
C -0.576 1.831 0.147 -2.0 -1.8 1.4
C -0.962 1.901 1.674 4.6 1.5 -2.2
C -0.239 0.626 1.890 -4.6 -1.8 -0.9
H -0.182 -2.835 -2.370 0.8 0.2 1.8
H -0.784 -2.061 -0.897 -1.9 -0.2 0.7
H 0.538 -3.137 -0.586 0.0 0.0 -0.7
H 1.938 -1.440 -1.447 -0.5 0.9 -1.4
H -0.977 -0.367 -2.154 -0.2 0.5 -0.6
H 1.321 -0.976 0.657 0.1 -1.5 1.5
H 1.870 0.431 -0.054 -0.8 0.3 -0.4
H 0.285 2.501 0.054 0.0 -0.5 -1.0
H -1.488 1.925 -0.529 1.8 0.4 0.4
H -0.545 2.764 2.148 -0.2 0.6 0.6
H -1.904 1.721 1.831 -5.4 -0.2 0.9
H -0.841 -0.016 2.601 1.1 0.0 -0.9
H 0.698 0.743 2.189 4.2 0.3 1.5


Energy relative to the best compared isomer or geometry (same formula, charge and spin) in kcal per mole, matching the order above: 37.0; 84.1; 111.3; 74.6
Molecular weight in g mol⁻¹, matching the order above: 534.8; 120.1; 89.2; 131.2